Record 1
This record from the OMol25 dataset describes a cluster of 18 separate species, C38H118N10O24 in total at a distorted geometry. The level of theory is ωB97M-V with the def2-TZVPD basis set.

The geometry in XYZ format:
```
190
Properties=species:S:1:pos:R:3:forces:R:3
H -1.921207 3.444395 6.177894 0.04 -0.48 -0.18
C -1.890539 7.514962 5.959409 0.65 -0.83 0.05
H -1.020454 -1.030404 -2.493979 0.15 0.14 -0.37
C 2.557995 -0.009525 -1.154548 -0.04 -0.21 1.26
H 3.661151 12.090664 3.082108 -0.34 -0.56 -0.19
C 0.905775 0.494261 0.720032 1.21 0.39 0.19
C 8.237257 -6.960039 -7.262156 2.02 1.95 0.00
H -6.060275 -1.225234 -6.194243 0.19 0.48 -0.12
C 4.570247 5.110221 4.366223 0.25 -0.31 -0.07
H -4.389007 -4.348385 0.711197 -0.16 -0.04 0.20
C 6.545186 4.899496 3.116843 0.63 0.76 -0.04
H 6.570641 3.817224 3.243861 -0.70 -0.16 -0.05
O -0.051491 6.445050 -0.470110 0.16 -0.15 -0.41
H -1.390433 -5.836987 0.112114 0.22 -0.33 -0.26
H -6.628625 3.374295 1.179443 -0.11 -0.27 0.04
C -0.456493 -1.635854 -1.784424 -0.23 0.63 -0.08
C -7.116079 -5.825099 -7.793442 0.01 -0.25 -0.35
H -2.178337 5.576636 2.900434 -0.04 0.17 0.27
H 6.203835 -0.671312 0.463987 0.20 -0.18 -0.33
H 2.376012 -1.668091 6.773599 0.82 0.19 0.25
H -0.856146 -2.645293 -1.881472 0.70 -0.23 -0.14
H -3.942516 -4.606568 -0.712144 -0.16 -0.11 -0.55
O 3.555439 10.318401 4.212514 0.43 -0.83 -1.59
H -7.870091 -5.038247 -7.773091 -0.47 -0.18 0.83
H -6.392580 -5.973261 -5.762878 0.24 0.13 0.15
N -0.615429 -6.391866 0.446115 -1.40 -1.69 -3.66
H -4.629297 -5.285341 -3.971522 -0.06 0.15 -0.36
H 4.288060 4.086203 4.121544 -0.67 -0.20 0.35
C 8.890297 -6.846123 -5.841433 -2.03 -0.85 -0.75
H 0.272371 2.409714 6.471859 0.11 0.11 -0.26
H 5.190184 5.040778 5.260065 0.47 0.20 0.09
C -5.995151 -5.729422 -6.748112 0.17 1.13 -1.02
O -3.694580 -4.140226 0.086155 0.43 0.08 0.21
H -4.788583 -2.219826 -5.450421 0.82 0.64 0.01
H -0.635836 -6.202592 -4.758330 0.29 0.26 -0.07
H 1.888541 7.760479 5.717031 -0.21 0.46 0.43
H 9.043934 -7.022000 -3.230927 0.08 -0.53 0.60
H -1.664386 4.215356 2.482534 0.09 -0.41 0.04
H 7.635703 -7.961791 -4.728421 -0.30 -0.17 0.06
O 6.106655 -5.443306 -2.727330 0.59 -0.19 0.00
H -3.494064 5.348246 6.580858 -0.18 -0.52 -0.39
H -7.913082 -4.779490 -10.342223 0.18 0.30 0.29
H 9.474335 -5.934721 -5.713590 -0.53 0.25 -0.12
H -1.300412 3.261824 -2.783526 0.37 0.07 -0.01
H 3.863802 -3.979137 5.102476 -0.32 -0.38 -0.68
C 6.617396 -5.825351 -8.570945 -0.22 -0.79 0.34
H -0.900730 -7.680049 -4.955475 0.06 -0.20 -0.07
H -0.330605 -1.143470 8.708441 0.25 -0.40 0.05
C -1.142681 0.055237 2.916768 0.78 1.23 0.06
O -6.083577 5.150958 -1.550467 -0.90 0.54 -0.21
H 3.403667 9.936046 6.182245 -0.10 -0.74 0.44
H 0.906722 4.689909 -1.904498 -0.16 0.42 0.32
H -5.724202 -0.448136 1.275352 0.22 -0.19 0.46
H -7.520756 -6.834412 -7.868434 -0.71 -0.13 0.91
C -5.339849 -2.024082 -6.370146 0.22 -0.06 0.41
H -5.502418 0.355539 -0.889896 -0.39 -0.17 0.12
H -6.716873 -3.200869 -7.421875 -0.72 0.60 -0.16
H -4.899809 -4.223377 -7.683804 0.24 -0.52 -0.10
O -4.528143 -1.826196 -7.534468 -0.60 -0.77 0.75
H 0.830807 2.493966 1.720153 -0.65 0.17 -0.72
H 7.292522 5.287129 3.809176 -0.25 0.18 0.71
H 6.049699 -4.895835 -8.613807 0.24 -0.05 -0.26
C -6.210368 3.539644 0.186567 0.65 -1.55 0.00
H 5.091912 0.184213 1.032852 -0.34 0.19 -0.04
O 0.836495 -6.654216 2.179680 0.24 -1.04 -0.64
H 7.079422 -6.127683 -9.510751 0.21 0.50 -0.40
N -5.282883 -4.415023 -6.769132 -0.04 -1.39 1.47
O 5.807618 -0.396653 1.290913 0.09 -0.04 0.28
C -7.972152 -0.528265 2.229892 -0.66 -0.03 0.31
H -2.501984 3.578824 7.873312 -0.25 -0.45 -0.21
C 1.509144 -0.253094 -2.206167 0.04 -0.79 -1.31
H -1.238224 -0.633267 2.077150 0.01 -0.14 0.12
O -1.712399 6.101691 5.865721 0.23 -0.10 0.49
C 0.103750 -0.549602 9.512649 -0.25 1.13 -0.27
H -3.945231 0.125849 -7.776692 -0.15 0.35 0.39
H -0.427602 5.927484 0.241867 -0.28 -0.24 0.42
H 9.016687 -6.902786 -8.021963 0.61 -0.71 -0.03
C 7.124029 -6.444997 -2.437117 -0.19 0.56 -0.92
N 7.746646 -6.967317 -4.865568 1.48 1.42 0.29
C 2.123889 -3.218255 5.643616 -1.04 -0.43 0.51
H 4.464608 7.780669 4.443543 0.06 -0.49 -0.37
H -2.905892 -1.063510 -8.405069 0.38 -0.23 0.33
C -0.077650 -6.081554 1.580251 3.42 -1.14 2.41
C 2.858260 9.676619 5.274864 -0.65 1.24 -0.74
H -1.231078 -4.444043 1.607058 0.12 0.13 0.38
H -5.241493 -6.444383 -7.078159 -0.13 -0.30 0.36
C -4.862855 5.776532 -1.310517 0.79 0.80 0.53
H 2.833786 -0.982655 -0.748302 -0.24 -0.26 0.00
H -1.136268 0.967203 7.682567 0.25 -0.38 -0.24
O 7.551467 -5.728155 -7.533448 -0.35 -0.55 0.85
H 9.606964 -7.655212 -5.700553 0.13 -0.27 -0.08
N 2.882912 -3.934853 4.865815 1.53 -2.89 -3.01
H 1.237164 2.838225 7.900057 -0.09 0.10 0.01
C -1.843489 3.998954 7.113060 -1.15 0.34 -0.14
N -0.525712 -4.984669 2.086928 -2.12 4.16 1.83
H -6.172673 2.392003 -1.609972 0.25 0.12 0.24
H 6.693181 -7.441971 -2.344813 -0.43 -0.07 -0.06
H 4.210887 -4.797223 -1.928236 0.26 -0.09 -1.01
H -0.178724 -7.084965 -0.144652 -0.31 0.15 0.20
H 7.041340 5.135962 2.175563 -0.74 0.00 -0.42
H -3.443793 -5.906981 -3.264390 0.34 -0.22 -0.19
H -7.063407 5.549606 0.335683 0.96 0.41 0.17
O 0.929408 -3.339990 5.796202 -1.30 0.35 -0.22
H -5.870529 1.158040 2.013298 -0.26 0.06 0.35
H 1.984308 1.746124 -0.392134 0.25 0.46 0.02
O 1.885307 -4.878076 -4.632713 -0.26 -0.23 -0.07
H -6.875416 -3.414604 -5.722918 0.45 -0.11 0.45
H -1.112787 2.012677 9.056645 -0.04 0.02 0.40
C -6.846012 4.774675 -0.399379 -0.18 -1.10 -1.02
H 3.874586 -2.319495 6.020132 -0.49 0.76 0.35
C -0.462371 1.535812 8.323389 0.37 1.03 0.35
H -7.860825 4.558221 -0.733157 0.07 -0.30 -0.53
C 3.531540 11.731539 4.103055 0.60 -0.40 0.99
H -4.083365 5.113016 -0.935998 0.04 -0.25 -0.05
O -2.197198 2.929129 -2.747347 -0.12 -0.24 0.13
N 2.904427 -2.382711 6.293821 0.43 2.59 2.36
H 2.639356 12.167758 4.552283 -0.19 0.02 -0.05
C -3.515035 -0.844331 -7.528135 -0.62 0.27 -0.64
H -2.936913 7.747486 5.761634 0.09 0.46 -0.24
H -7.877069 -6.527120 -10.305356 0.00 -0.22 0.03
C -7.248516 -5.638395 -10.248834 0.68 -0.50 1.71
O -7.605799 0.339358 1.166474 0.19 -0.32 0.34
O 7.385423 -1.682410 -1.723126 -0.15 0.19 0.23
C -6.129701 -3.287001 -6.507594 -0.96 0.04 -2.06
H 5.544710 -4.506858 -0.888208 0.76 0.63 -0.31
H 2.131403 4.534209 -2.780746 0.18 0.10 -0.10
H 1.912237 10.218039 5.276495 -0.54 -0.21 0.63
H 1.623847 -4.180584 -4.031573 -0.09 0.25 0.24
C 8.183395 -6.435353 -3.552492 -0.14 -0.52 0.55
H -0.152308 -4.672113 2.971779 -0.25 -0.07 -0.20
C 2.557595 8.199197 4.976762 0.70 0.15 0.54
H -4.570577 1.353565 0.165940 0.50 -0.17 0.29
C 0.635629 1.447600 1.954961 -0.14 -0.27 -0.53
H 2.940998 5.494862 5.535581 -0.19 0.24 0.49
N 3.730421 7.350017 4.987244 0.39 1.21 0.65
H -0.434713 -0.281444 3.674077 0.09 -0.50 -0.08
H 2.000387 8.094949 4.045769 -0.05 0.36 -0.51
O 0.521138 0.718626 8.987940 -0.12 0.50 -0.58
H -0.110785 4.839113 7.154317 1.05 -0.33 -0.07
O -0.702874 1.358938 2.470190 0.05 -0.08 -0.43
C -6.191237 0.532162 1.180521 -0.28 -0.89 -0.07
H 1.358368 1.383114 2.768333 0.21 -1.15 0.15
O -6.460645 -5.665683 -8.992612 0.78 0.82 -3.77
H -9.041249 -0.541388 2.441945 -0.22 0.93 -0.36
H -7.485810 -0.244557 3.163202 0.22 -0.05 0.07
N 2.161033 0.832803 0.001204 0.39 0.75 -0.01
H 5.032633 -6.061277 -1.073363 -0.27 -0.56 -0.24
H 8.655042 -5.452892 -3.532283 -0.57 0.43 -0.93
H 1.063066 -0.519693 1.087811 -0.51 -0.18 -0.11
H -2.712172 3.574076 -3.232198 -0.18 0.16 -0.11
H -2.475482 5.900289 7.802477 0.51 0.41 0.22
H 7.721925 -7.903267 -7.443429 -0.73 0.21 0.38
H 4.412142 12.100475 4.628907 -0.02 0.37 0.32
H 3.511050 0.306269 -1.578873 -0.18 0.77 0.01
H 2.758613 -4.623371 -4.930541 0.27 -0.01 -0.11
H 0.127634 0.572535 -0.039232 -0.79 -0.24 0.60
H 2.638652 5.931989 3.916148 -0.10 0.00 -0.60
O 5.278733 5.559633 3.241900 1.39 -0.09 -0.44
O 0.957960 -1.537913 -1.985293 -1.91 -1.14 0.62
H -5.151374 3.759771 0.321381 0.29 0.21 0.39
C -5.596124 1.074990 -0.076434 -0.18 1.90 -1.25
H 7.655891 -6.260062 -1.503827 -0.14 0.38 0.23
H -0.054463 7.343865 -0.140942 0.05 0.20 0.03
C 0.224098 2.728050 7.513220 -0.79 0.14 0.61
H 8.326156 -1.563792 -1.854184 0.24 0.08 0.01
H -1.588847 7.905371 6.931352 -0.25 -0.17 0.38
H -1.144236 7.925998 5.279573 -0.57 0.22 -0.43
H -4.918920 6.610056 -0.610383 -0.42 -0.01 0.56
O 1.413329 4.037606 -2.388313 -0.13 -0.45 -0.08
H -0.645173 -0.440711 10.297087 -0.24 0.19 0.08
H 0.774468 0.533623 -2.377695 -0.29 0.14 0.67
H 0.983675 -0.974319 9.995809 -0.04 -0.21 -0.43
H -6.532331 -5.657335 -11.070302 -0.01 0.09 0.23
O -1.259069 -6.895588 -4.540201 -0.36 0.03 0.22
H -4.471281 6.302044 -2.181505 -0.32 -0.56 -0.56
N -0.514947 4.058048 7.651012 0.50 -1.28 0.18
N -6.278815 2.260120 -0.614252 -1.17 1.00 0.63
H -2.096878 0.205518 3.421770 -0.04 0.01 -0.27
H 1.904612 -0.402234 -3.210888 0.83 0.53 -0.06
O -1.751055 5.118283 2.176859 0.10 0.19 -0.38
H -2.938677 -0.771296 -6.605870 0.04 -0.25 0.02
H 2.471147 -4.559037 4.186891 0.29 -0.21 0.32
C -2.437853 5.373539 6.848943 -0.05 0.48 0.48
H 7.146533 -2.388208 -2.323977 -0.17 -0.29 -0.17
H -7.854067 -1.597502 2.054176 0.98 -0.13 -0.45
C 3.403002 6.004201 4.689876 -0.21 -1.25 -0.56
H 5.935787 -6.648347 -8.356043 -0.47 -0.02 0.13
H -0.802524 -1.283842 -0.812601 0.38 0.07 0.36
O -4.239283 -5.399071 -3.104818 -0.11 0.09 0.53
C 5.203859 -5.172722 -1.681017 -0.04 -0.87 1.69
```
Positions in Å, forces in eV/Å.

spin multiplicity = 1
charge = 0
lowest unoccupied orbital energy = 0.25 eV
gap between HOMO and LUMO = 0.30701 Eh

Mulliken population analysis, charges in e, atoms 1 to 99: 0.1896, -0.8182, 0.4011, -1.0268, 0.2323, -0.1556, -0.6959, 0.3961, -0.7186, 0.2853, -0.8219, 0.3114, -0.6273, 0.1706, 0.2660, -0.6194, -0.5462, 0.2545, 0.3065, 0.2150, 0.2862, 0.3060, -0.3095, 0.3427, 0.4177, -0.3419, 0.3120, 0.4223, -0.6600, 0.1175, 0.3582, -0.7915, -0.5887, 0.3093, 0.3187, 0.2368, 0.4389, 0.2836, 0.2441, -0.2576, 0.4509, 0.2882, 0.3887, 0.2820, 0.1658, -0.7468, 0.2886, 0.3110, -0.7163, -0.3605, 0.3180, 0.3167, 0.4872, 0.4502, -0.6430, 0.5124, 0.3525, 0.3013, -0.2974, 0.3906, 0.3298, 0.2382, -0.1884, 0.3184, -0.7234, 0.2962, -0.2689, -0.6566, -0.7538, 0.3184, -0.3602, 0.1479, -0.1559, -0.7017, 0.2793, 0.3242, 0.4426, -0.5573, -0.3221, 0.7334, 0.2843, 0.2380, 0.7475, -0.5932, 0.1173, 0.3356, -0.6541, 0.4448, 0.3766, -0.3040, 0.4114, -0.3839, 0.4406, -0.2677, -0.2909, 0.2589, 0.3528, 0.2700, 0.1907



Record 2
This record from the OMol25 dataset describes a structure of composition C41H33N3OP2PdS3. The level of theory is ωB97M-V with the def2-TZVPD basis set.

The geometry in XYZ format:
```
84
Properties=species:S:1:pos:R:3:forces:R:3
C -3.378607 1.509598 -3.257251 0.04 -0.07 -0.06
H 2.718469 1.771116 1.347762 0.01 0.02 0.02
C 1.985651 1.035523 -1.891226 -0.07 0.00 0.02
H 2.370224 -4.203775 4.592968 0.00 0.00 0.00
C -1.322133 -5.134292 0.023517 0.02 0.07 0.00
H -4.980612 -2.491478 1.987754 -0.01 0.00 0.01
C -1.057603 -2.698872 1.382842 -0.11 0.11 0.10
C -4.322039 -0.921624 5.110312 -0.02 0.00 0.04
H 0.124967 -4.323729 -1.362186 0.03 -0.01 0.01
C -3.087362 -1.342421 5.577183 0.12 -0.04 0.04
N 5.116802 -0.234802 2.635093 -0.02 0.04 0.01
H -1.033267 -1.722749 5.115141 0.03 -0.01 0.02
C -4.744693 -2.238690 0.962738 -0.03 0.13 0.05
C -2.092047 -1.041599 3.378541 -0.26 0.13 0.08
H 0.519321 -3.704692 3.060800 0.00 0.02 0.00
H -2.503851 -3.512828 2.758896 0.01 0.01 0.00
C 2.375775 -0.829985 4.839763 -0.05 0.00 -0.04
H -5.172753 -0.865580 5.779042 0.00 0.00 -0.01
O -3.478598 -0.261032 1.626173 -0.28 -0.06 0.12
H -0.448025 0.041298 -5.292010 -0.01 0.00 -0.02
H 2.916839 -0.016245 5.307385 0.00 0.00 0.00
H -0.495768 -0.230018 -2.854364 -0.04 -0.01 0.00
H -2.971935 -1.627966 6.616385 0.02 0.00 0.00
S 0.927769 2.032697 -0.927281 0.37 0.12 0.03
H 4.655183 -3.342369 2.573271 0.01 0.00 0.00
C 2.756290 -2.146211 5.072509 -0.05 0.00 -0.05
S 1.753317 -0.670575 -1.859772 -0.14 -0.05 0.07
C -4.871822 -2.697822 -1.393631 0.00 0.00 -0.08
N 2.753684 -0.275064 1.169202 0.20 -0.06 0.08
H 3.018286 -2.307466 1.029489 -0.01 0.02 0.00
H -3.801657 -1.353205 -2.680528 0.00 0.00 0.00
H -5.170049 1.289537 -0.545203 -0.01 0.00 0.00
H -4.184670 1.957512 -2.690477 -0.01 0.00 0.02
C -1.325186 0.265435 -3.357707 0.04 0.09 -0.08
C -2.401151 3.002467 0.373585 -0.09 -0.04 -0.10
H -2.755634 -5.632378 1.542405 0.00 0.00 -0.01
C 4.595917 -1.364642 2.185822 0.08 -0.07 0.03
H -5.401854 -0.223408 3.369734 0.00 -0.01 0.00
C -1.293858 0.431360 -4.739505 0.01 -0.01 0.11
C -1.988295 -1.398534 4.724991 -0.07 0.10 -0.08
Pd -0.225673 0.233273 0.349065 -0.73 0.03 0.18
C -2.306986 1.126826 -5.380268 0.00 0.00 -0.01
H -1.323539 2.892001 0.393391 0.03 0.00 0.00
C 3.270444 0.874058 1.606065 0.06 0.01 -0.02
C -3.170912 1.967119 -0.159536 0.00 0.02 0.06
H 5.858726 -2.447404 3.299568 0.01 0.03 -0.01
P -0.699838 -1.022159 2.141954 0.39 -0.55 -0.31
H 3.587558 -2.365788 5.732352 0.00 -0.01 0.00
C 2.078924 -3.171767 4.426577 0.04 -0.01 0.01
H -4.867311 5.154335 1.271316 0.01 0.01 0.00
C -4.558609 2.097552 -0.158469 0.02 0.05 0.07
N 5.280936 -2.555238 2.478457 -0.13 0.06 -0.03
H 1.067399 0.475799 3.746974 0.00 0.00 -0.01
C 1.330094 -0.553311 3.970724 0.07 0.02 0.06
C -3.009837 4.144697 0.876582 -0.01 -0.01 -0.01
C -2.062215 -4.884776 1.172246 0.01 0.03 0.05
C -2.373256 0.792503 -2.607109 0.05 -0.01 -0.01
C -1.925577 -3.677858 1.856331 0.08 -0.09 -0.04
C -3.348716 1.669672 -4.636023 -0.01 0.01 0.05
C -5.168317 3.236660 0.354177 -0.01 -0.09 -0.05
H -2.277423 1.270103 -6.454764 0.00 0.00 0.00
C 1.027861 -2.888312 3.560151 -0.01 -0.02 0.00
C -0.347580 -2.955012 0.212159 0.40 0.08 0.03
C -4.075189 -1.588014 -1.659205 0.05 -0.03 0.08
H -4.133522 2.233759 -5.128297 0.00 0.00 -0.01
H -6.249928 3.317257 0.352062 0.00 0.00 0.00
H -5.226589 -3.311422 -2.213356 0.01 0.00 0.00
C -4.393528 4.265447 0.870140 0.05 0.02 0.02
C -0.446780 -4.163181 -0.456643 -0.31 -0.10 0.12
P -2.277532 0.477977 -0.793673 0.10 0.15 -0.12
H -2.395260 4.939658 1.281775 0.00 0.01 0.01
C -3.588275 -0.788601 -0.627601 -0.21 -0.13 0.04
C 0.633077 -1.573436 3.323091 -0.05 0.08 0.04
H 0.318536 -2.174830 -0.149916 0.01 -0.03 -0.22
C 3.420127 -1.376703 1.423876 0.01 -0.01 0.04
C -3.361707 -0.647384 2.939118 0.31 -0.12 -0.05
S 3.193911 1.754974 -2.829762 0.07 0.09 -0.07
C -4.459420 -0.567475 3.777642 -0.02 0.05 -0.06
C 4.454441 0.885160 2.318019 -0.03 -0.04 -0.01
H -1.438427 -6.076457 -0.500229 0.00 -0.01 0.00
H 4.892112 1.816230 2.661390 -0.01 0.02 -0.01
C -3.964155 -1.132157 0.679607 0.09 0.08 -0.19
C -5.197069 -3.027591 -0.088909 -0.01 0.01 0.00
H -5.799549 -3.902991 0.121903 0.00 -0.01 0.00
```
Positions in Å, forces in eV/Å.

spin multiplicity = 1
charge = -2
lowest unoccupied orbital energy = 4.13 eV
gap between HOMO and LUMO = 0.14938 Eh

Computed natural (NBO) charges, given in elementary charges: -0.2049, 0.2364, -0.4900, 0.1943, -0.2314, 0.2115, -0.2426, -0.2262, 0.2147, -0.2551, -0.4749, 0.2144, -0.2490, -0.3957, 0.2117, 0.2067, -0.2191, 0.1991, -0.5255, 0.2160, 0.2078, 0.2619, 0.1984, -0.4004, 0.3715, -0.2401, -0.4162, -0.2452, -0.3241, 0.1951, 0.2252, 0.2110, 0.2077, -0.1205, -0.1157, 0.1916, 0.3296, 0.2194, -0.2301, -0.1414, 0.0466, -0.2230, 0.2460, -0.0436, -0.3394, 0.3715, 0.8766, 0.1975, -0.2445, 0.1921, -0.2190, -0.8142, 0.2322, -0.2020, -0.2386, -0.2286, -0.3634, -0.2572, -0.2400, -0.2264, 0.1920, -0.1706, -0.2417, -0.1910, 0.1906, 0.1915, 0.1980, -0.2349, -0.2097, 0.9078, 0.2027, -0.3760, -0.3450, 0.2649, -0.0325, 0.3785, -0.3637, -0.2729, -0.0106, 0.1932, 0.1789, 0.2878, -0.2318, 0.1958